A molecular structure, C63H46NNiP3Si. Source: the Open Molecules 2025 dataset; level of theory: the ωB97M-V functional and the def2-TZVPD basis.

Results
Multiplicity = 1
Gap between HOMO and LUMO = 6.81 eV

Geometry as XYZ:
```
115
Properties=species:S:1:pos:R:3:forces:R:3
Ni 0.1189 0.5520 -0.1935 -0.47 0.28 -0.02
C 0.0438 3.4297 5.3403 -0.01 0.00 0.00
C -0.7570 2.2977 5.3425 0.01 0.03 -0.03
C -0.6250 1.3417 4.3451 -0.07 0.04 -0.02
C 0.3133 1.5025 3.3266 -0.02 -0.08 -0.01
C 1.1044 2.6478 3.3327 0.03 0.03 0.00
C 0.9774 3.6024 4.3298 -0.03 -0.02 -0.01
P 0.5144 0.2520 1.9931 0.14 -0.26 -0.26
C 2.0439 -0.6403 2.4937 0.00 0.12 0.03
C 2.2140 -1.9682 2.0986 -0.10 -0.02 -0.06
C 3.3962 -2.6422 2.3602 0.00 0.04 0.02
C 4.4372 -1.9995 3.0182 -0.03 0.03 -0.01
C 4.2793 -0.6806 3.4136 0.00 -0.02 -0.02
C 3.0930 -0.0069 3.1525 0.00 0.05 0.09
C -0.8392 -0.8921 2.3785 -0.01 0.04 -0.02
C -0.8067 -1.8854 3.3516 0.05 0.02 0.00
C -1.9229 -2.6772 3.5688 -0.05 -0.02 0.00
C -3.0729 -2.4651 2.8203 0.07 0.02 0.00
C -3.1002 -1.4666 1.8563 0.07 0.03 0.04
C -1.9867 -0.6543 1.6151 -0.16 -0.17 0.07
Si -2.0691 0.7179 0.2660 0.29 -0.14 0.29
C -3.2336 -0.1694 -0.9375 -0.11 0.16 -0.22
C -4.6150 -0.1374 -1.0923 0.08 -0.09 0.00
C -5.2288 -0.7104 -2.2029 0.03 -0.04 0.00
C -4.4639 -1.3363 -3.1720 -0.02 0.01 0.02
C -3.0828 -1.4079 -3.0218 0.03 -0.03 0.02
C -2.4689 -0.8418 -1.9156 -0.01 0.00 0.09
P -0.6357 -0.9346 -1.6948 0.07 -0.42 0.25
C -0.0062 -0.7981 -3.4007 -0.05 0.09 0.01
C -0.2191 0.4244 -4.0404 0.05 0.04 -0.12
C 0.2618 0.6322 -5.3224 0.02 -0.07 0.02
C 0.9634 -0.3754 -5.9753 0.00 0.03 0.00
C 1.1796 -1.5885 -5.3412 -0.02 0.00 0.04
C 0.6966 -1.8024 -4.0546 0.01 -0.05 -0.03
C -0.3479 -2.6961 -1.2651 -0.07 -0.01 -0.21
C 0.9231 -3.0319 -0.8025 0.07 0.06 -0.10
C 1.2413 -4.3407 -0.4752 -0.02 -0.01 -0.01
C 0.2787 -5.3352 -0.5852 -0.03 0.03 0.00
C -0.9951 -5.0111 -1.0290 0.05 0.02 0.02
C -1.3045 -3.7022 -1.3757 -0.04 0.00 0.07
C -2.2847 2.4603 0.9590 0.11 0.00 -0.25
C -3.0862 3.0350 2.0361 0.03 -0.16 -0.25
C -3.0233 4.3134 2.4377 0.17 0.20 -0.13
C -2.0164 5.2088 1.9144 -0.23 -0.03 0.18
C -1.0850 4.7985 1.0427 0.09 -0.17 -0.19
C -1.0824 3.4873 0.3999 -0.02 0.52 0.24
P 0.2117 2.7656 -0.6729 -0.85 0.31 -0.33
C 0.4947 3.8385 -2.1821 0.04 -0.20 0.28
C -0.4754 3.8727 -3.1814 -0.18 -0.07 0.00
C -0.2695 4.5695 -4.3604 -0.02 0.04 -0.07
C 0.9262 5.2363 -4.5842 0.02 -0.05 0.10
C 1.9149 5.1927 -3.6112 -0.14 -0.01 -0.06
C 1.6999 4.4999 -2.4283 0.15 0.09 0.12
C 1.9095 2.8458 -0.0102 0.33 -0.09 0.08
C 2.7943 1.7835 -0.1953 -0.03 -0.13 -0.07
C 4.0936 1.8458 0.2870 -0.04 0.03 0.04
C 4.5313 2.9809 0.9553 -0.03 0.01 0.00
C 3.6689 4.0560 1.1223 0.03 -0.03 -0.03
C 2.3714 3.9908 0.6360 0.02 0.04 0.01
H -0.0621 4.1740 6.1186 -0.01 0.01 0.01
H -1.4953 2.1567 6.1211 -0.01 0.00 0.01
H -1.2730 0.4763 4.3604 0.02 -0.01 0.01
H 1.8315 2.8018 2.5520 0.02 -0.05 0.01
H 1.6051 4.4842 4.3090 0.01 0.02 0.00
H 1.4141 -2.4840 1.5799 0.02 0.05 0.10
H 3.5024 -3.6747 2.0530 0.00 -0.02 0.00
H 5.3600 -2.5248 3.2246 0.02 -0.01 0.00
H 5.0795 -0.1682 3.9322 0.01 0.00 0.01
H 2.9939 1.0196 3.4812 -0.01 -0.03 -0.01
H 0.0873 -2.0433 3.9422 0.05 0.00 -0.01
H -1.8950 -3.4581 4.3180 0.00 -0.01 0.00
H -3.9439 -3.0875 2.9791 -0.03 -0.01 0.00
H -3.9984 -1.3381 1.2669 -0.04 0.02 -0.03
H -5.2338 0.3524 -0.3488 -0.02 0.01 0.02
H -6.3040 -0.6565 -2.3151 -0.03 0.01 0.01
H -4.9350 -1.7670 -4.0455 -0.01 -0.01 -0.02
H -2.4837 -1.8939 -3.7834 0.01 -0.01 -0.01
H -0.7643 1.2021 -3.5159 0.00 -0.04 0.03
H 0.0954 1.5856 -5.8071 0.00 0.02 -0.02
H 1.3411 -0.2132 -6.9765 0.01 0.00 -0.01
H 1.7238 -2.3758 -5.8465 0.01 -0.01 -0.01
H 0.8656 -2.7557 -3.5698 0.00 0.00 0.00
H 1.6689 -2.2501 -0.6882 -0.04 -0.03 -0.04
H 2.2363 -4.5804 -0.1225 0.02 -0.01 0.00
H 0.5175 -6.3558 -0.3173 0.01 -0.02 0.00
H -1.7540 -5.7784 -1.1066 -0.01 -0.02 0.00
H -2.3039 -3.4645 -1.7138 0.00 0.00 -0.01
H -3.7390 2.3458 2.5603 0.01 -0.04 0.04
H -3.6572 4.6636 3.2409 -0.03 -0.02 0.03
H -1.9535 6.2134 2.3131 -0.02 0.01 0.02
H -0.2887 5.4843 0.7820 0.09 -0.02 -0.03
H -1.3955 3.3204 -3.0322 0.09 0.02 -0.03
H -1.0514 4.5795 -5.1094 0.01 0.01 -0.02
H 1.0905 5.7703 -5.5104 0.01 0.02 -0.02
H 2.8617 5.6911 -3.7685 0.02 0.01 -0.02
H 2.5081 4.4781 -1.7094 -0.08 -0.02 -0.04
H 2.4738 0.8848 -0.7233 -0.02 0.09 0.03
H 4.7573 1.0037 0.1469 0.02 -0.02 0.00
H 5.5420 3.0321 1.3381 0.02 -0.01 0.00
H 4.0057 4.9501 1.6302 0.01 0.02 0.01
H 1.7244 4.8468 0.7635 -0.08 0.00 0.03
N -7.0454 6.8445 -3.3959 -0.09 0.07 -0.06
C -6.2249 6.2071 -2.9068 0.25 -0.20 0.15
C -5.1955 5.4025 -2.2892 -0.20 0.21 -0.14
C -5.5197 4.1660 -1.7426 0.04 -0.08 0.05
C -4.5280 3.4053 -1.1494 -0.05 -0.01 -0.08
C -3.2108 3.8512 -1.1035 -0.05 -0.08 0.07
C -2.9065 5.1023 -1.6348 -0.03 -0.01 0.10
C -3.8874 5.8742 -2.2307 0.03 0.01 0.00
C -2.1849 2.9796 -0.4701 0.28 0.25 0.07
C -1.4578 1.8200 -1.2709 0.57 -0.10 0.27
H -6.5398 3.8093 -1.7824 -0.01 0.00 0.00
H -4.7733 2.4442 -0.7192 0.00 0.03 -0.01
H -1.8952 5.4774 -1.5724 0.03 0.02 -0.01
H -3.6477 6.8436 -2.6460 0.00 0.01 0.00
```
Positions in Å, forces in eV/Å.

Atomic partial charges in e from the Mulliken method, atoms 1 to 2: number 1, Ni, carries 0.078; number 2, C, carries -0.940